A structure of composition C30H27CrN3O4. Source: the OMol25 dataset; level of theory: the ωB97M-V functional and the def2-TZVPD basis.

The geometry in XYZ format:
```
65
C30H27CrN3O4 (the ωB97M-V functional and the def2-TZVPD basis)
Cr -0.04 -0.18 -0.02
O -1.05 -1.24 -1.24
C -0.71 -2.41 -1.70
C -1.26 -2.87 -2.92
C -0.93 -4.10 -3.42
C -0.05 -4.96 -2.74
C 0.49 -4.55 -1.55
C 0.18 -3.28 -1.02
C 0.76 -2.93 0.24
N 0.66 -1.80 0.84
C 1.35 -1.59 2.14
C 1.20 -0.11 2.52
N 1.29 0.63 1.25
C 2.35 1.31 0.98
C 2.76 1.69 -0.33
C 3.88 2.54 -0.47
C 4.42 2.80 -1.70
C 3.86 2.17 -2.83
C 2.79 1.32 -2.72
C 2.20 1.07 -1.48
O 1.15 0.27 -1.42
H -1.94 -2.21 -3.44
H -1.36 -4.42 -4.36
H 0.20 -5.93 -3.15
H 1.16 -5.20 -1.00
H 1.36 -3.70 0.73
H 0.92 -2.23 2.91
H 2.41 -1.85 2.03
H 0.21 0.05 2.95
H 1.97 0.20 3.22
H 3.03 1.55 1.80
H 4.30 3.00 0.42
H 5.27 3.47 -1.81
H 4.30 2.35 -3.81
H 2.37 0.83 -3.59
C 1.31 2.68 5.59
O 0.17 2.20 4.87
C -0.02 2.67 3.60
C 0.84 3.52 2.93
C 0.51 3.94 1.64
C -0.67 3.53 1.04
C -1.53 2.68 1.72
C -1.20 2.23 2.99
N -2.05 1.42 3.80
C -3.08 0.66 3.52
C -3.59 0.18 2.30
C -4.98 -0.14 2.31
C -5.64 -0.43 1.16
C -4.91 -0.41 -0.06
C -3.56 -0.18 -0.09
C -2.83 0.03 1.11
O -1.55 0.10 1.18
H 1.27 2.21 6.57
H 1.26 3.77 5.70
H 2.23 2.41 5.08
H 1.75 3.87 3.40
H 1.19 4.60 1.12
H -0.93 3.88 0.05
H -2.46 2.38 1.27
H -1.86 1.55 4.78
H -3.65 0.41 4.41
H -5.52 -0.10 3.25
H -6.69 -0.65 1.16
H -5.43 -0.59 -0.99
H -3.02 -0.21 -1.02
```

As for the largest force on an atom: 0.8 eV/Å. As for the energy relative to the best compared isomer or geometry (same formula, charge and spin): 0.222 eV. As for the spin multiplicity: 4. Its total charge is +1. The expectation value of S² is 3.774. The molar mass comes out at 545.56 g mol⁻¹. The calculation puts the LUMO energy (alpha / beta) at -3.50 / -3.53 eV. The gap between HOMO and LUMO (alpha / beta) is 6.84 / 7.02 eV. Its total energy is -72626.4762 eV.